Record 1
Formula: C3H8N2
Source: OMol25
Level of theory: ωB97M-V/def2-TZVPD

Results
Net charge: 0
Kohn-Sham gap: 9.78 eV
Highest occupied orbital energy: -8.7 eV
Energy relative to the best compared isomer or geometry (same formula, charge and spin): 136.13 kJ/mol
LUMO level: 1.049 eV
Structure (SMILES): [H]/N=C/NCC

Positions of all 13 atoms, in Å:
H1 2.47 -2.30 -0.93
H2 -1.32 -0.70 0.19
H3 -0.63 0.67 1.93
C1 -1.00 1.23 1.07
H4 -1.51 0.64 -0.97
N1 2.31 -1.32 -0.74
C2 -0.94 0.27 -0.12
H5 -2.01 1.54 1.33
H6 0.38 -1.93 -0.98
H7 1.08 0.86 -0.40
H8 -0.33 2.07 0.92
C3 1.06 -1.08 -0.85
N2 0.45 0.06 -0.45

=====

Record 2
Formula: C2H5F3Si
Source: OMol25
Level of theory: ωB97M-V/def2-TZVPD

Results
Net charge: 0
Kohn-Sham gap: 11.16 eV
Highest occupied orbital energy: -10.4 eV
Energy relative to the best compared isomer or geometry (same formula, charge and spin): 74.67 kJ/mol
LUMO level: 0.813 eV
Structure (SMILES): F[SiH](F)F.C=C

Positions of all 11 atoms, in Å:
C1 2.14 1.19 0.87
H1 1.39 -0.69 0.68
H2 1.48 1.45 1.66
Si1 -2.55 -0.66 -0.78
C2 2.23 -0.06 0.44
H3 2.77 2.10 0.62
F1 -3.14 0.17 0.48
F2 -3.04 -2.12 -0.38
F3 -3.26 -0.39 -2.13
H4 3.06 -0.38 -0.30
H5 -1.09 -0.61 -1.17

=====

Record 3
Formula: C4H5N3
Source: OMol25
Level of theory: ωB97M-V/def2-TZVPD

Results
Net charge: 0
Kohn-Sham gap: 10.65 eV
Highest occupied orbital energy: -10.3 eV
Energy relative to the best compared isomer or geometry (same formula, charge and spin): 351.84 kJ/mol
LUMO level: 0.340 eV
Structure (SMILES): N#CN=C=N.C=C

Positions of all 12 atoms, in Å:
H1 2.54 1.43 0.99
C1 -2.41 0.95 -0.03
H2 -0.68 -3.05 0.28
H3 1.05 -0.25 -0.97
H4 0.34 1.28 -0.11
C2 -1.67 -1.34 0.11
C3 2.36 0.76 0.16
N1 -1.77 -0.16 -0.23
H5 3.36 0.27 -0.08
N2 -1.43 -2.51 0.09
C4 1.18 0.63 -0.38
N3 -2.87 1.97 0.19

=====

Record 4
Formula: C35H46N6O3P2Pd
Source: OMol25
Level of theory: ωB97M-V/def2-TZVPD

Results
Net charge: +2
Expectation value of S²: 6.05
2S+1: 5
Kohn-Sham gap (spin up / spin down): 5.30 / 2.91 eV
Highest occupied orbital energy (spin up / spin down): -10.7 / -12.3 eV
Energy relative to the best compared isomer or geometry (same formula, charge and spin): 248.03 kJ/mol
LUMO level (spin up / spin down): -5.417 / -9.375 eV

Positions of all 93 atoms, in Å:
C1 3.08 -4.54 -5.21
H1 -1.33 -0.78 -5.50
C2 3.46 0.49 -4.90
C3 -2.04 2.07 -2.65
C4 5.08 0.92 -3.36
C5 -3.91 -2.38 -3.80
H2 -1.66 3.76 -5.46
H3 0.39 -0.59 0.51
N1 -3.39 -1.08 -3.95
C6 1.50 0.45 8.01
H4 -5.84 -1.09 -6.19
N2 -1.90 1.05 -3.59
N3 -0.13 -0.67 4.29
H5 -0.44 1.98 7.26
H6 0.73 -1.23 2.63
C7 2.72 -2.40 -5.88
N4 2.38 -2.50 -4.52
C8 0.19 3.10 2.75
H7 -0.12 -0.80 8.69
C9 -0.88 2.07 2.63
H8 2.68 -1.45 -6.40
H9 3.44 -3.88 -7.34
C10 3.14 -3.65 -6.33
N5 3.10 -0.14 -3.70
Pd1 -0.22 -3.24 1.16
C11 -0.68 -0.06 6.71
C12 -1.74 1.66 -4.84
H10 0.67 0.16 -1.07
H11 4.02 -0.25 -1.76
H12 1.77 0.96 7.08
H13 -0.34 4.07 2.77
H14 2.59 0.16 0.63
H15 2.93 1.94 2.07
H16 -2.45 -2.63 5.34
H17 0.56 0.59 -4.34
H18 -3.35 1.23 6.72
H19 -1.69 1.09 -5.75
H20 -2.28 2.05 5.56
C13 -1.00 -1.69 4.27
C14 4.11 0.13 -2.77
H21 -1.98 4.26 -2.80
H22 1.79 4.11 1.74
C15 -1.75 3.04 -4.67
C16 -1.93 3.31 -3.28
C17 -5.11 -1.32 -5.42
H23 -0.75 2.14 -0.35
H24 3.36 -5.59 -5.21
O1 0.66 1.22 5.24
H25 0.60 3.37 0.68
C18 0.39 -0.56 7.74
C19 -1.26 1.26 7.30
N6 -1.81 -1.85 5.42
H26 -0.75 -2.20 -4.66
C20 1.03 -2.22 2.23
C21 -0.01 0.18 5.34
C22 -1.28 1.34 1.56
H27 -2.31 1.83 -1.63
C23 4.68 1.13 -4.72
C24 -4.10 -0.45 -4.98
H28 -1.53 0.55 -0.28
H29 1.87 -2.18 1.53
C25 -1.79 -1.15 6.61
H30 1.02 -0.58 -5.60
H31 5.23 1.67 -5.48
C26 0.62 -0.47 -4.58
O2 -1.23 -2.53 3.38
H32 -2.09 0.65 1.79
H33 -1.57 2.12 3.48
C27 -4.99 -2.53 -4.66
P1 1.77 -1.27 -3.35
H34 -5.62 -3.41 -4.75
C28 2.02 1.98 1.46
C29 1.80 0.91 0.67
H35 2.39 -0.06 8.41
O3 -2.63 -1.38 7.46
H36 1.11 -2.98 3.03
H37 1.18 1.21 8.74
P2 -1.85 -0.68 -3.15
H38 -2.67 2.81 7.10
C30 0.55 0.40 0.02
C31 -0.79 -1.10 -4.60
H39 -3.85 0.53 -5.32
C32 2.60 -3.82 -4.12
H40 5.96 1.31 -2.90
C33 -2.46 1.86 6.62
H41 -1.49 1.08 8.36
C34 1.20 3.20 1.57
H42 2.83 0.45 -5.76
H43 -3.46 -3.06 -3.11
H44 0.75 3.01 3.71
H45 2.41 -4.10 -3.12
H46 0.84 -1.50 7.38
C35 -0.75 1.18 0.18

=====

Record 5
Formula: C30H30ClMnN6O4
Source: OMol25
Level of theory: ωB97M-V/def2-TZVPD

Results
Net charge: +1
Expectation value of S²: 8.75
2S+1: 6
Kohn-Sham gap (spin up / spin down): 8.11 / 7.47 eV
Highest occupied orbital energy (spin up / spin down): -10.8 / -10.8 eV
LUMO level (spin up / spin down): -2.701 / -3.338 eV

Positions of all 72 atoms, in Å:
H1 13.11 -5.85 18.76
C1 11.71 -4.24 14.89
H2 12.67 -4.83 16.72
C2 15.22 -6.12 18.56
H3 10.21 -5.13 22.75
H4 12.21 2.18 21.14
H5 12.80 -1.23 19.96
C3 13.13 -1.25 20.99
H6 8.27 2.18 21.16
N1 10.93 1.22 19.80
C4 13.75 -1.44 23.65
O1 10.23 -1.62 19.57
C5 12.76 -4.74 15.64
H7 12.01 -0.20 23.86
H8 10.97 -3.01 21.76
C6 11.85 2.13 20.12
H9 14.84 -5.42 15.51
C7 7.35 -0.80 20.25
N2 16.55 -5.50 20.43
H10 14.94 -5.06 13.09
N3 12.31 -0.68 21.89
C8 14.56 -2.07 22.71
H11 14.94 -2.37 20.64
C9 14.16 -5.29 20.54
H12 15.21 -6.49 17.55
O2 9.02 -3.64 19.54
N4 8.11 0.16 20.78
H13 5.55 -1.38 19.21
C10 12.67 -0.73 23.18
C11 16.44 -6.02 19.22
C12 8.60 -1.79 23.66
H14 10.80 -4.01 15.44
C13 12.00 2.95 17.91
C14 6.17 -0.57 19.56
N5 13.01 -4.43 12.91
C15 8.75 -4.13 23.97
H15 6.19 2.79 20.09
C16 13.97 -4.99 15.02
C17 7.64 1.43 20.71
H16 8.13 -0.83 23.85
C18 8.18 -2.92 24.32
C19 6.49 1.76 20.03
H17 10.55 2.06 16.57
O3 11.30 -3.61 18.96
C20 11.86 -4.14 13.52
C21 14.25 -1.97 21.37
C22 15.44 -5.12 21.06
H18 9.92 0.34 18.23
H19 12.43 3.60 17.16
C23 10.95 2.10 17.57
H20 7.69 -1.83 20.32
O4 9.73 -2.65 17.50
H21 15.44 -2.61 23.04
C24 10.55 1.18 18.51
C25 14.03 -4.83 13.64
Cl1 10.06 -2.90 18.87
H22 4.77 0.95 19.03
H23 17.33 -6.47 18.80
H24 11.01 -3.95 12.87
H25 8.37 -5.05 24.41
C26 10.18 -2.97 22.50
C27 5.75 0.75 19.42
H26 13.16 3.73 19.57
H27 14.00 -1.45 24.70
Mn1 10.17 -0.18 21.30
C28 12.42 3.03 19.23
C29 14.07 -5.78 19.25
H28 13.26 -4.99 21.06
C30 9.79 -4.18 23.05
H29 15.63 -4.70 22.04
H30 7.35 -2.84 25.00
N6 9.57 -1.80 22.72

=====

Record 6
Formula: C29H35N7P2Sn
Source: OMol25
Level of theory: ωB97M-V/def2-TZVPD

Results
Net charge: +2
Kohn-Sham gap (spin up / spin down): 2.40 / 2.40 eV
Highest occupied orbital energy (spin up / spin down): -12.6 / -12.6 eV
Energy relative to the best compared isomer or geometry (same formula, charge and spin): 0.00 kJ/mol
LUMO level (spin up / spin down): -10.204 / -10.205 eV

Positions of all 74 atoms, in Å:
C1 3.10 -3.94 -4.14
P1 -1.97 -1.20 -1.45
H1 0.56 4.93 5.78
N1 -1.23 -1.47 6.31
N2 -2.07 -1.16 3.98
C2 -1.74 2.72 -0.91
H2 2.71 -1.73 -4.21
H3 -6.05 -3.71 -2.52
C3 3.17 0.38 -2.57
H4 5.41 1.17 -0.26
C4 0.39 -0.81 -2.88
H5 -1.70 3.50 -3.02
H6 0.92 -0.94 -3.84
H7 -1.96 1.01 0.55
C5 1.30 -3.36 1.26
H8 1.29 3.38 5.47
H9 2.23 -4.42 -0.96
C6 -5.59 -1.57 -3.02
H10 -2.52 2.42 4.54
H11 1.33 5.57 3.73
C7 1.82 3.69 2.92
C8 -2.03 1.35 -2.70
C9 -0.81 3.38 5.28
H12 0.30 0.27 -2.71
C10 -1.57 -1.33 5.19
C11 -0.96 2.34 2.99
H13 3.25 -5.88 -3.01
C12 2.70 -2.69 -3.70
C13 2.46 -4.11 -1.97
H14 -6.42 -1.26 -3.64
H15 3.46 -4.17 -5.13
C14 -4.20 -2.82 -1.72
H16 2.46 1.78 2.29
H17 0.87 -4.30 1.61
H18 -0.07 4.74 3.09
C15 1.64 2.38 2.71
C16 0.51 4.06 5.10
N3 -3.62 -1.55 -1.89
H19 -0.93 -2.55 -3.19
C17 -1.41 -1.13 2.90
H20 -4.27 0.24 -2.90
N4 2.71 -0.34 -1.46
H21 -0.91 3.20 2.31
H22 4.85 1.75 -2.86
H23 -1.69 1.65 2.54
H24 2.19 -3.56 0.65
C18 4.59 0.77 -0.84
H25 -1.57 -1.03 -3.85
H26 -3.68 -3.56 -1.13
H27 2.65 0.32 -3.52
C19 -1.01 -1.46 -3.00
C20 0.86 4.57 3.66
C21 -1.92 1.42 -0.45
H28 2.73 4.18 2.55
Sn1 -0.28 -2.31 0.15
H29 0.50 1.05 3.98
C22 -1.80 2.67 -2.34
C23 2.97 -4.84 -3.03
C24 -5.39 -2.86 -2.42
H30 0.36 0.79 2.26
C25 -1.49 2.73 4.34
H31 3.47 -0.64 0.53
H32 -2.14 0.91 -3.68
H33 -1.61 3.61 -0.30
P2 1.40 -1.47 -1.50
C26 -4.50 -0.79 -2.67
H34 -1.18 3.40 6.30
N5 2.27 -2.78 -2.37
C27 4.31 1.09 -2.21
C28 3.61 -0.12 -0.41
C29 0.40 1.59 3.02
N6 -0.92 -1.00 1.81
H35 1.58 -2.72 2.11
N7 -2.09 0.57 -1.54

=====

Short version: maximum force = 0.0470; 0.0465; 0.0791; 0.0637; 0.0292; 0.1236 Eh/bohr, in the order given.